(1)
{"formula": "C24H48BrN11O18P", "method": "wB97M-V/def2-TZVPD", "gap_ev": 6.64, "homo_energy_ev": -10.78, "charge": 1, "lumo_ev": -4.15, "symbols": ["C", "C", "C", "C", "C", "C", "P", "N", "O", "N", "N", "N", "C", "O", "C", "C", "C", "C", "C", "O", "C", "O", "C", "C", "C", "C", "Br", "H", "H", "H", "H", "H", "H", "H", "H", "H", "H", "H", "H", "H", "H", "H", "H", "H", "H", "H", "H", "H", "H", "H", "H", "H", "H", "H", "C", "N", "O", "O", "H", "H", "H", "C", "N", "O", "O", "H", "H", "H", "C", "N", "O", "O", "H", "H", "H", "C", "N", "O", "O", "H", "H", "H", "C", "N", "O", "O", "H", "H", "H", "C", "N", "O", "O", "H", "H", "H", "C", "N", "O", "O", "H", "H", "H"], "coordinates": [[5.22380, -1.54751, 1.17899], [4.08970, -0.51473, 0.87877], [3.06396, -1.11172, -0.13849], [1.92036, -1.89959, 0.60998], [0.72133, -2.16292, -0.26586], [0.28876, -3.47377, -0.67766], [1.27445, -4.97417, -0.02924], [2.87575, -4.78283, -0.72663], [1.39994, -4.88237, 1.62958], [-0.70362, -3.82849, -1.42712], [-1.42350, -2.84977, -1.93034], [-2.49828, -3.19400, -2.75009], [-2.49413, -4.43599, -2.96860], [-2.58554, -5.57563, -3.06658], [-1.15666, -1.58256, -1.64132], [-2.08414, -0.54230, -2.31107], [-3.52314, -0.56182, -1.73525], [-3.64645, 0.03732, -0.30231], [-5.01746, -0.43823, 0.26627], [-4.88384, -1.82960, 0.64066], [-5.05262, -1.99460, 2.01114], [-6.05303, -2.50973, 2.39201], [-0.12192, -1.10307, -0.79619], [0.10500, 0.36027, -0.46686], [0.14870, 0.64701, 1.09037], [1.29892, 1.62252, 1.44430], [0.70318, 3.50589, 1.25737], [6.14498, -1.32448, 0.62304], [4.86798, -2.53641, 0.83468], [5.47630, -1.53733, 2.25080], [3.59905, -0.10721, 1.77695], [4.56058, 0.33281, 0.34249], [3.56583, -1.84933, -0.79498], [2.67531, -0.32839, -0.80177], [2.40688, -2.82967, 0.95233], [1.69924, -1.32253, 1.52023], [2.78641, -5.29286, -1.60918], [3.48407, -5.39196, -0.17050], [0.76997, -4.25344, 2.01098], [-1.63360, 0.45349, -2.36710], [-2.17004, -0.88932, -3.36291], [-3.98553, -1.56021, -1.73099], [-4.13187, 0.06978, -2.41118], [-3.72115, 1.13774, -0.42089], [-2.80869, -0.21744, 0.36786], [-5.38162, 0.20237, 1.08521], [-5.74755, -0.40612, -0.56300], [-4.24571, -1.68471, 2.70497], [1.07292, 0.70292, -0.86369], [-0.65951, 1.03757, -0.86824], [-0.78695, 1.18444, 1.33661], [0.13369, -0.27009, 1.69468], [1.61076, 1.53467, 2.48717], [2.16538, 1.53168, 0.77169], [3.75285, 2.61775, 5.56944], [2.74181, 2.05466, 4.63495], [2.94692, 0.94029, 4.18735], [1.77898, 2.74868, 4.38383], [4.54867, 1.89215, 5.69823], [4.13193, 3.53474, 5.12641], [3.25081, 2.81510, 6.51275], [9.24857, 0.18817, 0.66416], [8.24188, 0.89921, 1.49840], [7.09238, 0.91718, 1.10169], [8.64190, 1.41217, 2.51949], [8.75119, -0.21728, -0.21049], [10.00637, 0.91234, 0.37808], [9.67403, -0.60610, 1.27159], [-5.61484, -0.15676, 5.67192], [-4.25463, 0.36025, 5.37286], [-3.93135, 0.46577, 4.20081], [-3.55474, 0.64395, 6.31754], [-6.12142, -0.36668, 4.73525], [-5.49851, -1.06417, 6.26000], [-6.14093, 0.61828, 6.23620], [1.49773, 3.32725, -2.88038], [2.61767, 2.34580, -2.91513], [2.81676, 1.67120, -1.92178], [3.25741, 2.29039, -3.94029], [1.00239, 3.27916, -1.91371], [1.93069, 4.31041, -3.04362], [0.80626, 3.06509, -3.67783], [2.77026, 0.01184, -6.68392], [1.49614, 0.42106, -7.32910], [1.53542, 1.30462, -8.15391], [0.49343, -0.17060, -6.97050], [3.57918, 0.61197, -7.08597], [2.65541, 0.18241, -5.61680], [2.92478, -1.04165, -6.90160], [-2.24617, 0.69845, -7.97730], [-3.22130, 1.34170, -7.05522], [-4.39211, 1.31694, -7.36431], [-2.76788, 1.84962, -6.04554], [-2.78556, 0.29013, -8.82568], [-1.54259, 1.46182, -8.29710], [-1.74559, -0.08584, -7.42318], [-8.25874, 3.86216, 6.20059], [-7.23693, 2.78688, 6.09000], [-7.03503, 2.09837, 7.07453], [-6.67355, 2.67148, 5.02249], [-8.67326, 3.84507, 7.20271], [-7.76046, 4.80726, 6.00277], [-9.02712, 3.66005, 5.45924]], "lowdin_charge": [-0.09, -0.22, -0.17, -0.14, -0.07, -0.30, 0.88, -0.18, -0.30, 0.12, -0.06, 0.19, -0.20, 0.29, -0.08, -0.10, -0.18, -0.15, -0.17, -0.08, -0.32, 0.12, -0.03, -0.12, -0.23, -0.55, 0.65, 0.05, 0.06, 0.08, 0.09, 0.10, 0.11, 0.06, 0.08, 0.11, 0.03, 0.04, 0.06, 0.11, 0.12, 0.10, 0.13, 0.13, 0.11, 0.13, 0.13, 0.14, 0.08, 0.10, 0.09, 0.10, 0.01, 0.04, 0.06, -0.43, 0.05, 0.05, 0.10, 0.11, 0.11, 0.05, -0.44, 0.05, 0.08, 0.09, 0.10, 0.10, 0.04, -0.44, 0.02, 0.08, 0.09, 0.11, 0.05, 0.06, -0.42, 0.04, 0.08, 0.06, 0.11, 0.10, 0.05, -0.44, 0.09, 0.04, 0.10, 0.08, 0.10, 0.04, -0.45, 0.08, 0.04, 0.10, 0.10, 0.07, 0.06, -0.42, 0.06, 0.08, 0.10, 0.10, 0.10]}

---

(2)
{"formula": "C13H30Cl2N3OPTc", "method": "wB97M-V/def2-TZVPD", "multiplicity": 4, "gap_ev": [8.25, 7.56], "s_squared": 4.204, "homo_energy_ev": [-7.89, -7.83], "lumo_ev": [0.36, -0.27], "symbols": ["Tc", "Cl", "Cl", "C", "H", "H", "C", "C", "H", "C", "H", "C", "H", "H", "C", "H", "H", "C", "H", "H", "H", "H", "C", "N", "C", "P", "O", "N", "C", "C", "N", "C", "C", "H", "H", "H", "H", "H", "H", "H", "H", "H", "H", "H", "H", "H", "H", "H", "H", "H", "H"], "coordinates": [[-0.16981, 2.06582, -0.23962], [-0.24893, 4.07006, -1.15767], [0.48516, 2.83288, 1.86819], [3.53747, -0.24887, -2.67002], [4.00681, -0.92654, -1.96379], [4.07303, 0.69580, -2.76028], [-1.54694, 1.48719, -1.52236], [2.54721, -0.62640, -3.46425], [-2.05425, 0.46246, -1.35118], [1.62858, 0.33227, -4.24798], [2.15494, -1.66800, -3.40147], [1.02566, 1.74360, -3.80920], [2.22567, 0.59860, -5.13418], [0.80795, -0.32154, -4.60200], [-0.45860, 2.16759, -3.95337], [1.35230, 2.08072, -2.81015], [1.46982, 2.43285, -4.54511], [-1.62731, 1.72866, -2.99996], [-0.45933, 3.27011, -3.94397], [-0.81436, 1.90897, -4.95491], [-2.43132, 2.46573, -3.13401], [-2.08282, 0.83463, -3.45538], [2.20485, -0.30021, 2.45772], [0.80363, -0.23136, 2.87366], [0.58103, -0.02349, 4.29451], [-0.34066, -0.55541, 1.74229], [-0.05086, 0.11678, 0.41888], [-0.26508, -2.15761, 1.39221], [-0.30261, -2.65168, 0.02121], [-0.18866, -3.15365, 2.45808], [-1.81531, -0.20268, 2.41180], [-2.19621, 1.20497, 2.52917], [-2.96439, -1.01782, 1.99976], [2.54557, -1.34574, 2.38325], [2.81347, 0.22451, 3.20539], [2.33493, 0.19423, 1.48646], [0.93766, 0.97687, 4.58399], [-0.48046, -0.11378, 4.54265], [1.14112, -0.77133, 4.87894], [0.28186, -1.99222, -0.63557], [0.14002, -3.65846, 0.00439], [-1.33924, -2.70773, -0.35300], [0.56918, -2.86835, 3.20165], [-1.14869, -3.27704, 2.98175], [0.09717, -4.11596, 2.02086], [-2.14361, 1.70591, 1.54246], [-3.24737, 1.23623, 2.85802], [-1.55117, 1.72772, 3.23899], [-3.21181, -0.86117, 0.93333], [-2.80069, -2.08690, 2.18110], [-3.82460, -0.68123, 2.59876]], "lowdin_charge": [0.81, -0.04, -0.12, -0.02, 0.04, 0.06, -0.31, -0.19, 0.05, -0.18, 0.10, -0.20, 0.10, 0.10, -0.24, 0.06, 0.10, -0.33, 0.08, 0.10, 0.10, 0.09, -0.10, -0.33, -0.11, 0.53, -0.50, -0.30, -0.09, -0.09, -0.29, -0.15, -0.10, 0.08, 0.09, 0.07, 0.08, 0.08, 0.08, 0.07, 0.08, 0.08, 0.08, 0.07, 0.08, 0.04, 0.09, 0.04, 0.09, 0.07, 0.09]}

---

(3)
{"formula": "C6H8O2P", "method": "wB97M-V/def2-TZVPD", "gap_ev": 8.14, "homo_energy_ev": -4.67, "charge": -1, "lumo_ev": 3.47, "symbols": ["C", "C", "C", "C", "C", "C", "O", "O", "P", "H", "H", "H", "H", "H", "H", "H", "H"], "coordinates": [[-1.14234, 1.40635, -0.16323], [-0.07963, 1.85535, 0.84624], [-0.06779, -0.69379, 0.56481], [-1.40527, -0.71008, 1.18816], [0.14798, 0.65494, -0.00319], [1.26946, 0.76889, -0.94265], [-3.84337, 0.49310, 0.39965], [-2.51410, -0.63923, -1.48567], [-2.56955, 0.01475, -0.13241], [-1.22263, 2.11448, -1.05107], [0.58873, -1.14263, 1.26678], [-0.10096, -1.58806, -0.16159], [-1.58073, -1.66252, 1.56577], [-1.43645, -0.00607, 2.15644], [1.28309, 0.03299, -1.72996], [2.09340, 0.61454, -0.36201], [1.18630, 1.72646, -1.33732]], "lowdin_charge": [-0.27, 0.16, -0.27, -0.26, -0.65, -0.05, -0.38, -0.39, 0.40, 0.12, 0.09, 0.14, 0.04, 0.13, 0.09, 0.05, 0.06]}